Below is 8 unconnected molecules or ions with the total composition C13H24Cl18O4 at a distorted geometry, with properties calculated with ωB97M-V with the def2-TZVPD basis set.

Positions of all 59 atoms, in Å:
Cl -6.614032 28.947162 7.421988
C -5.995194 29.172330 9.079877
Cl -7.261906 29.868473 10.091622
Cl -5.548595 27.612054 9.746305
Cl -4.614164 30.268663 9.061400
Cl -2.430873 26.476171 6.234544
C -3.079724 25.172293 7.227615
Cl -2.544704 25.391430 8.902575
Cl -4.838771 25.189611 7.195917
Cl -2.485418 23.614563 6.618960
Cl -9.762592 20.682646 7.473888
C -9.099395 22.331243 7.466040
Cl -7.777020 22.392497 6.297092
Cl -10.357101 23.475488 7.015764
Cl -8.524984 22.731087 9.079067
Cl -6.032642 28.724269 16.430471
C -4.945792 27.736591 15.427014
C -5.576122 27.186382 14.170498
Cl -6.354300 28.458588 13.169009
H -4.652006 26.887054 16.045470
H -4.070169 28.337490 15.204729
H -6.358373 26.464216 14.362313
H -4.764006 26.748500 13.602609
Cl -7.770048 23.733478 11.999495
C -6.669063 25.011801 11.393277
C -5.658274 24.511496 10.399090
Cl -4.634960 23.214391 11.085451
H -6.213001 25.462259 12.265580
H -7.328777 25.722875 10.896726
H -4.983569 25.326945 10.159906
H -6.133385 24.154462 9.493886
Cl -11.348217 25.557229 9.663300
C -12.053685 25.365122 11.269808
C -11.406203 24.247227 12.047888
Cl -11.769877 22.633886 11.365008
H -13.133068 25.265720 11.186807
H -11.858808 26.294257 11.812121
H -11.728268 24.217902 13.082661
H -10.325935 24.372490 11.994584
O -4.241221 24.404842 14.412546
C -4.667041 23.740339 15.608035
C -3.499168 23.613593 16.584093
O -3.028959 24.923209 16.998671
H -3.984200 23.710344 13.790270
H -5.393099 24.382853 16.116389
H -5.070224 22.742921 15.421081
H -2.655350 23.132494 16.055696
H -3.770193 23.013861 17.451671
H -2.517544 25.278401 16.265204
O -1.649415 20.690898 12.533039
C -3.052977 20.458228 12.673792
C -3.352928 18.966949 12.583253
O -2.980053 18.472692 11.271945
H -1.411869 20.825204 11.614020
H -3.289241 20.802575 13.682704
H -3.585264 20.927510 11.845006
H -4.406130 18.748958 12.731009
H -2.718790 18.396481 13.268490
H -2.017875 18.441331 11.292076

Forces on atoms 1 to 3 (eV/Å):
Cl 0.166 0.040 0.289
C -0.324 0.280 -0.196
Cl -0.126 0.078 -0.074

Calculated values
Net charge   0
2S+1   1
E   -9094.0831 Eh
SMILES   ClC(Cl)(Cl)Cl.ClC(Cl)(Cl)Cl.ClC(Cl)(Cl)Cl.ClCCCl.ClCCCl.ClCCCl.OCCO.OCCO
Gap between HOMO and LUMO   10.31 eV
HOMO   -10.32 eV

***

Below is a molecular structure, C35H36IrN6O6S2 at a distorted geometry, with properties calculated with ωB97M-V with the def2-TZVPD basis set.

Positions of all 86 atoms, in Å:
Ir -0.437900 -0.235700 -0.131400
O -0.591200 0.528600 4.357800
C 0.630500 0.028600 4.617200
C 0.999400 -0.165000 5.945500
C 2.262200 -0.620600 6.264200
C 3.173300 -0.923500 5.259600
C 2.814000 -0.773200 3.939000
C 1.546500 -0.286400 3.592400
C 1.153500 -0.190300 2.200400
O -0.017100 0.300500 1.860400
N 1.994900 -0.606500 1.278800
N 1.484300 -0.669100 0.074200
C 2.130400 -1.226100 -0.944000
C 1.452800 -1.233900 -2.166700
C 2.003900 -1.772200 -3.350600
C 1.295700 -1.720300 -4.517100
C 0.030300 -1.114300 -4.511000
C -0.463800 -0.610600 -3.325400
N 0.197500 -0.658400 -2.176900
H -0.728800 0.488300 3.381100
H 0.272800 0.037700 6.715800
H 2.541100 -0.747900 7.298800
H 4.154900 -1.291200 5.514700
H 3.490800 -1.040900 3.143400
H 3.104300 -1.671200 -0.791300
H 2.986400 -2.215400 -3.302200
H 1.701500 -2.142100 -5.423300
H -0.550300 -1.046700 -5.413900
H -1.447800 -0.166600 -3.298400
S 0.145200 3.713800 0.903800
C 1.462600 3.286400 1.780200
N 1.442300 2.933200 3.068800
C 2.705900 2.791500 3.756300
C 3.730900 2.464000 2.678400
S 3.100000 3.253800 1.154500
H 0.571900 2.955500 3.576800
H 2.639400 1.986200 4.490500
H 2.965600 3.728800 4.271600
H 3.803000 1.392000 2.490300
H 4.715800 2.860800 2.903500
O -1.497100 -2.546100 -1.151900
C -0.916800 -3.081700 -0.200200
O -0.443100 -2.436500 0.769700
C -0.657400 -4.561300 -0.167800
C -1.457600 -5.488700 -0.826500
C -1.128500 -6.836500 -0.777500
C -0.004400 -7.259600 -0.093500
C 0.800000 -6.319200 0.542800
C 0.473100 -4.972300 0.520400
N 1.989000 -6.741800 1.221700
O 2.755800 -5.875200 1.605800
O 2.168900 -7.939300 1.370200
H -2.324500 -5.147700 -1.371800
H -1.741700 -7.564000 -1.288100
H 0.283600 -8.298900 -0.044700
H 1.090900 -4.251400 1.033200
C -3.777900 3.546500 -1.973700
C -2.601300 3.209300 -1.040200
C -1.615300 2.369300 -1.838500
C -3.168600 2.618400 0.229400
C -3.872800 3.476600 1.048800
C -4.569300 3.042900 2.166300
C -4.621400 1.681400 2.431500
C -3.956700 0.763700 1.654300
C -4.147700 -0.698000 1.955300
C -4.433100 -1.518500 0.698900
C -2.954700 -1.266000 2.724100
C -3.072900 1.215100 0.587800
N -2.251500 0.405800 0.014600
H -3.406700 4.091500 -2.838300
H -4.522500 4.155400 -1.468500
H -4.262000 2.632900 -2.315100
H -2.103800 4.146100 -0.763100
H -2.126700 1.500000 -2.243500
H -0.759600 2.046900 -1.231000
H -1.227300 2.961700 -2.667800
H -3.883100 4.530900 0.812000
H -5.105300 3.741700 2.790500
H -5.207300 1.323500 3.267100
H -5.026800 -0.764100 2.608600
H -3.571800 -1.493900 0.033200
H -5.292500 -1.110300 0.167900
H -4.634000 -2.554500 0.968400
H -2.068900 -1.259100 2.094000
H -3.165600 -2.290700 3.021400
H -2.762300 -0.676200 3.617300

Forces on atoms 1 to 3 (eV/Å):
Ir -1.520 -1.179 1.315
O 0.029 -0.078 0.096
C 0.068 0.036 -0.367

Calculated values
Net charge   0
2S+1   2
E   -3035.8628 Eh
Gap between HOMO and LUMO (alpha / beta)   5.93 / 6.38 eV
Expectation value of S²   0.859
HOMO (alpha / beta)   -7.35 / -7.67 eV

***

Below is a molecular structure, C13H25N3O2S at a distorted geometry, with properties calculated with ωB97M-V with the def2-TZVPD basis set.

Positions of all 44 atoms, in Å:
C 4.427582 0.920241 1.227733
C 4.032896 0.807696 -0.077566
C 4.099607 -0.351273 -0.917981
N 2.703597 -1.126792 -0.935268
C 2.398401 -2.388620 -0.367112
S 3.451343 -3.280426 0.515726
N 0.969537 -2.737084 -0.019851
N 0.022592 -1.671111 -0.577353
C -0.418040 -0.773811 0.408615
O 0.211548 -0.763079 1.571854
C -1.559269 0.294183 0.046159
C -1.349978 1.629414 0.384290
H -1.201410 1.358237 1.464770
H -2.052469 2.253220 0.193889
C 0.066916 2.103827 -0.150573
C 0.210194 3.476441 0.706466
H 1.267257 3.766589 0.313582
H -0.551801 4.127491 0.347133
H 0.383845 3.563046 1.602501
C 0.093460 2.254042 -1.429958
H -0.765078 2.784291 -2.009159
H 0.921129 2.793422 -1.712436
H 0.084926 1.337222 -1.954452
H 0.829671 1.527224 0.498728
H -1.551252 0.224088 -1.305532
C -2.741755 -0.419339 0.578309
H -3.632057 -0.001423 0.216736
H -2.775249 -0.217052 1.644763
C -3.152341 -1.941207 0.294836
C -4.451785 -2.382092 0.626604
H -4.622475 -2.150563 1.577788
H -5.253851 -1.741303 -0.072556
H -4.615547 -3.336250 0.277538
H -2.371920 -2.675984 0.674174
O -2.849168 -2.176011 -1.192153
H -3.487637 -1.495887 -1.661374
H -0.577735 -1.950657 -1.361218
H 0.866662 -3.298731 0.781976
H 1.843618 -0.481935 -1.177800
H 4.534517 -1.022028 -0.363703
H 4.311637 -0.294742 -1.763100
H 3.215460 1.718967 -0.292912
H 4.194180 1.782427 1.750291
H 4.840253 -0.044674 1.637593

Forces on atoms 1 to 3 (eV/Å):
C 0.171 -3.903 -3.405
C -3.221 5.079 2.819
C -8.083 -1.275 10.814

Calculated values
Net charge   0
2S+1   1
E   -1222.8623 Eh
Gap between HOMO and LUMO   8.74 eV
HOMO   -8.25 eV

***

Below is a single C4H10S2 molecule at a distorted geometry, with properties calculated with ωB97M-V with the def2-TZVPD basis set.

Positions of all 16 atoms, in Å:
C -3.046240 -1.325341 0.038379
C -1.966344 -0.307434 0.183607
S -0.634971 -0.579117 -1.180101
S 0.897113 0.782161 -1.644862
C 1.648284 0.639819 0.086135
C 3.082038 1.209940 0.074066
H -3.745661 -1.540656 0.842610
H -3.496318 -1.300832 -0.966959
H -2.601206 -2.314767 -0.099455
H -2.211820 0.730342 0.338508
H -1.369013 -0.646552 1.027020
H 1.815838 -0.421373 0.249815
H 0.994762 1.208775 0.741218
H 3.766327 0.656526 -0.567592
H 3.247255 2.258169 -0.173278
H 3.619954 0.950338 1.050886

Forces on atoms 1 to 3 (eV/Å):
C -0.024 -1.624 -2.330
C 2.174 0.161 0.829
S -0.800 -0.792 -0.882

Calculated values
Net charge   0
2S+1   1
E   -954.7301 Eh
SMILES   CCSSCC
Gap between HOMO and LUMO   8.92 eV
HOMO   -8.42 eV

***

Below is a gas-phase ion, C5H5O4S (charge -1) at a distorted geometry, with properties calculated with ωB97M-V with the def2-TZVPD basis set.

Positions of all 15 atoms, in Å:
C 1.392580 2.050425 -0.113450
S 1.363843 0.426136 -0.334485
O 0.981570 -0.105163 -1.588653
O 2.721620 -0.115166 0.067607
C 0.053090 -0.396820 0.943433
C -0.650920 -1.534400 0.339346
O -0.462313 -2.743353 0.601966
C -1.687471 -1.153450 -0.649169
C -1.988215 0.102611 -0.873688
O -2.436252 1.191949 -0.836805
H 0.556613 2.601164 -0.247574
H 1.907200 1.976451 0.855018
H -0.406016 0.474990 1.305944
H 0.718412 -0.785170 1.758126
H -2.063743 -1.990200 -1.227610

Forces on atoms 1 to 3 (eV/Å):
C 2.809 -2.281 0.966
S 3.959 -1.206 2.006
O -1.776 -0.447 -2.485

Calculated values
Net charge   -1
2S+1   1
E   -892.6078 Eh
SMILES   C=[S@@](=O)([O-])CC(=O)C=C=O
Gap between HOMO and LUMO   7.15 eV
HOMO   -3.85 eV

***

Below is a molecular structure, C3H3AuCl2LuNO3 at a distorted geometry, with properties calculated with ωB97M-V with the def2-TZVPD basis set.

Positions of all 14 atoms, in Å:
Lu -1.730267 -0.570511 -3.077655
Au 0.411526 0.654257 1.390149
Cl -1.433257 -2.470760 -1.608352
Cl -2.722882 1.664168 -2.919615
C 1.891989 1.788327 0.998380
C -0.304656 -1.899097 -4.387793
C 0.033132 0.549994 -4.113919
O 2.923546 2.325729 0.912699
O 0.510192 -2.553210 -4.879742
O 0.916804 1.029670 -4.689150
N -1.156033 -0.751499 1.775220
H -1.957917 -0.597985 1.162285
H -1.541192 -0.624690 2.726662
H -0.915283 -1.733693 1.630731

Forces on atoms 1 to 3 (eV/Å):
Lu -1.080 -3.628 0.317
Au -2.349 -2.366 0.964
Cl -0.070 1.490 -0.317

Calculated values
Net charge   +4
2S+1   3
E   -2686.2562 Eh
Gap between HOMO and LUMO (alpha / beta)   9.16 / 4.52 eV
Expectation value of S²   2.004
HOMO (alpha / beta)   -25.66 / -25.62 eV

***

Below is a single H4NP3 molecule at a distorted geometry, with properties calculated with ωB97M-V with the def2-TZVPD basis set.

Positions of all 8 atoms, in Å:
H -0.002213 2.724391 1.723255
P 1.224723 2.077875 1.689934
N 0.623299 1.051407 0.683211
P 1.064035 -0.287482 -0.154484
P -0.986131 -1.025666 -0.369705
H 1.849577 -1.215330 0.609130
H -0.802052 -1.656899 -1.518675
H -1.402341 0.092062 -1.082568

Forces on atoms 1 to 3 (eV/Å):
H -0.383 1.271 0.460
P 0.121 -0.178 0.279
N 0.387 -0.737 0.231

Calculated values
Net charge   0
2S+1   1
E   -1081.1267 Eh
SMILES   [H]/P=N/[PH]#[PH2]
Gap between HOMO and LUMO   7.28 eV
HOMO   -7.97 eV

***

Below is a molecular structure, C7H17CaO3 at a distorted geometry, with properties calculated with ωB97M-V with the def2-TZVPD basis set.

Positions of all 28 atoms, in Å:
C -2.152490 -1.361092 -0.158513
C -0.940991 -1.831651 0.620635
O 0.313243 -1.082899 0.029817
C 1.606911 -1.641580 0.197570
C 2.582224 -0.707612 -0.483615
O 2.280485 0.611674 -0.033444
C 3.216401 1.606593 -0.425847
H -1.933111 -1.436060 -1.234664
H -2.981658 -2.046995 0.064178
H -0.796815 -2.904049 0.420893
H -0.771162 -1.805192 1.704719
H 1.640152 -2.634299 -0.273427
H 1.848330 -1.739073 1.267981
H 2.474905 -0.747769 -1.578561
H 3.614718 -0.968743 -0.211133
H 2.893334 2.555299 0.016130
H 4.212962 1.342409 -0.048399
H 3.243339 1.690224 -1.521283
C -2.240262 2.348025 -0.332615
O -1.685980 1.035647 -0.260271
C -2.652615 0.041540 0.114488
H -1.437280 3.048199 -0.587685
H -3.003636 2.371109 -1.121583
H -2.686548 2.633444 0.630530
H -3.555387 0.231013 -0.482895
H -2.892367 0.172066 1.182617
H -0.480199 0.257644 2.066766
Ca 0.283492 0.962137 0.437621

Forces on atoms 1 to 3 (eV/Å):
C 0.167 0.417 0.248
C 2.568 -1.005 -0.621
O -1.783 -2.377 -0.250

Calculated values
Net charge   +1
2S+1   1
E   -1179.9423 Eh
Gap between HOMO and LUMO   7.58 eV
HOMO   -10.71 eV

***

Below is a single C5H12O2 molecule, with properties calculated with ωB97M-V with the def2-TZVPD basis set.

Positions of all 19 atoms, in Å:
C 2.371339 0.174404 1.244727
C 0.926966 0.603353 1.013031
C 0.300224 -0.141244 -0.166094
O 0.436371 -1.541495 -0.044335
C -1.185952 0.220951 -0.369503
C -1.609204 0.058068 -1.821209
O -1.911810 -0.638825 0.506935
H 2.415483 -0.893969 1.472290
H 2.975199 0.343296 0.344399
H 2.831064 0.729135 2.068870
H 0.321608 0.429049 1.913200
H 0.877787 1.681317 0.803264
H 0.851680 0.131340 -1.076450
H -0.295790 -1.815404 0.531041
H -1.346965 1.264417 -0.058017
H -1.316924 -0.928726 -2.193796
H -2.692440 0.183861 -1.944770
H -1.120073 0.822298 -2.435457
H -2.828562 -0.681835 0.211870

Forces on atoms 1 to 3 (eV/Å):
C 0.069 -0.023 0.011
C -0.058 0.015 0.035
C 0.059 0.283 -0.089

Calculated values
Net charge   0
2S+1   1
E   -348.1833 Eh
SMILES   CC[C@@H](O)[C@@H](C)O
Gap between HOMO and LUMO   10.78 eV
HOMO   -9.97 eV

***

What did the fourth record say?
Below is a single C4H10S2 molecule at a distorted geometry, with properties calculated with ωB97M-V with the def2-TZVPD basis set.

Positions of all 16 atoms, in Å:
C -3.046240 -1.325341 0.038379
C -1.966344 -0.307434 0.183607
S -0.634971 -0.579117 -1.180101
S 0.897113 0.782161 -1.644862
C 1.648284 0.639819 0.086135
C 3.082038 1.209940 0.074066
H -3.745661 -1.540656 0.842610
H -3.496318 -1.300832 -0.966959
H -2.601206 -2.314767 -0.099455
H -2.211820 0.730342 0.338508
H -1.369013 -0.646552 1.027020
H 1.815838 -0.421373 0.249815
H 0.994762 1.208775 0.741218
H 3.766327 0.656526 -0.567592
H 3.247255 2.258169 -0.173278
H 3.619954 0.950338 1.050886

Forces on atoms 1 to 3 (eV/Å):
C -0.024 -1.624 -2.330
C 2.174 0.161 0.829
S -0.800 -0.792 -0.882

Calculated values
Net charge   0
2S+1   1
E   -954.7301 Eh
SMILES   CCSSCC
Gap between HOMO and LUMO   8.92 eV
HOMO   -8.42 eV